Molecular formula: C19H28ClIrO6
Method: DFT, ωB97M-V/def2-TZVPD

Values from the calculation:
2S+1: 6
Energy above the lowest of the compared OMol25 structures with the same formula, charge and spin (eV): 1.5262
Charge: +1
Molar mass (g mol⁻¹): 580.1
Largest force on an atom (eV/Å): 8.441

```
55
Properties=species:S:1:pos:R:3:mulliken_spin:R:1
O 2.016 1.082 -4.404 0.00
C 3.289 0.467 -4.697 0.00
C 3.612 1.507 -5.765 0.00
H 3.171 -0.558 -5.054 0.00
H 3.947 0.463 -3.826 0.00
C 2.245 2.126 -5.413 0.00
H 3.690 1.125 -6.779 0.00
H 4.467 2.143 -5.553 0.00
C 1.201 2.050 -6.501 0.00
H 1.165 1.050 -6.931 0.00
H 1.422 2.760 -7.299 0.00
H 0.215 2.283 -6.101 0.00
C 2.300 3.487 -4.762 0.00
H 3.045 3.506 -3.969 0.00
H 1.334 3.741 -4.327 0.00
H 2.556 4.255 -5.493 0.00
Ir -1.328 -1.041 2.593 2.04
C -1.076 0.089 4.663 0.32
C -0.375 -1.127 4.741 0.19
C 0.707 -1.054 3.833 0.20
H -0.627 -1.975 5.352 0.04
C 0.668 0.204 3.207 0.24
C -0.442 0.909 3.699 0.18
H -0.759 1.893 3.394 -0.02
H -1.952 0.344 5.232 0.01
H 1.402 -1.847 3.629 0.03
H 1.347 0.548 2.445 0.04
C -3.631 -1.210 3.193 0.19
C -3.364 0.128 2.818 0.32
C -3.019 0.145 1.453 0.21
H -3.415 0.989 3.460 -0.01
C -3.100 -1.187 0.980 0.20
C -3.487 -2.011 2.047 0.25
H -3.564 -3.081 2.015 0.03
H -3.891 -1.558 4.178 0.07
H -2.783 1.021 0.873 0.00
H -2.848 -1.528 -0.010 0.02
O -0.179 -0.947 0.663 0.07
C -0.111 0.274 -0.104 0.02
C 1.201 0.215 -0.858 0.00
H -0.188 1.114 0.582 -0.01
H -0.966 0.300 -0.782 0.01
C 1.382 -1.284 -1.065 0.01
H 2.010 0.613 -0.245 0.00
H 1.169 0.783 -1.785 0.00
C 0.878 -1.853 0.242 -0.01
H 2.413 -1.569 -1.264 0.00
H 0.768 -1.631 -1.896 0.00
H 1.650 -1.857 1.013 0.00
H 0.451 -2.846 0.184 0.01
O -1.966 -2.901 6.710 0.08
Cl -2.909 -2.280 5.676 0.04
O -3.902 -3.404 5.352 0.08
O -3.650 -1.149 6.394 0.06
O -2.187 -1.714 4.268 0.08
```